Record 1
The following is a DFT calculation (ωB97M-V/def2-TZVPD) of C32H54N6O4PS4SbV as an isolated structure.

Results
E_tot (eV): -136051.904
Energy relative to the best compared isomer or geometry (same formula, charge and spin) (kJ/mol): 250.57

Structure (ORCA input):
```
! RIJCOSX wB97M-V def2-TZVPD def2/J DEFGRID3
* xyz -2 4
V 2.7154 -1.9292 0.5970
C 1.8315 -4.8429 3.0527
C 1.0975 -3.8249 2.2777
O 1.6519 -3.0462 1.4716
N -0.2629 -3.6405 2.5675
C -1.0911 -3.0309 1.5362
C -1.4248 -3.8714 0.2806
C -2.5578 -3.5498 -0.4886
C -2.8524 -4.2904 -1.6026
C -2.0034 -5.3044 -1.9612
C -0.9021 -5.5602 -1.1447
N -0.6443 -4.8915 -0.0389
H 2.8744 -4.8523 2.7522
H 1.3894 -5.8422 2.8923
H 1.7971 -4.6051 4.1187
H -0.6761 -4.4799 2.9459
H -0.5529 -2.1343 1.2249
H -2.0343 -2.7274 1.9879
H -3.1943 -2.7257 -0.1910
H -3.7448 -4.0801 -2.1796
H -2.1793 -5.8937 -2.8549
H -0.1935 -6.3472 -1.3874
S 7.1441 -0.9725 2.4200
Sb 5.2835 -2.3070 2.5466
S 4.6787 -3.2542 0.4250
S 3.2830 -0.9966 2.7720
S 5.3835 -3.8790 4.2240
C -1.1494 -2.9623 -5.1620
C -0.8755 -1.4858 -4.8776
C -1.8360 -0.9559 -3.8183
C 0.5879 -1.2570 -4.4863
N 1.0116 -2.1082 -3.3822
C 1.1178 -1.8323 -2.0889
N 1.6535 -2.8817 -1.5052
N 1.8751 -3.7864 -2.4977
N 1.5052 -3.3284 -3.6161
H -2.1586 -3.0896 -5.5660
H -1.0689 -3.5528 -4.2415
H -0.4310 -3.3714 -5.8805
H -1.0292 -0.9177 -5.7972
H -1.6479 -1.4343 -2.8437
H -2.8742 -1.1625 -4.1022
H -1.7237 0.1205 -3.6985
H 0.7661 -0.2265 -4.1928
H 1.2251 -1.4863 -5.3335
H 0.8141 -0.8933 -1.6074
O 2.7661 0.8836 -2.1444
C 3.5864 0.3018 -1.3826
O 3.3206 -0.5716 -0.4870
H 4.6409 0.5288 -1.4921
O 0.3072 0.0442 0.2405
P -0.1273 1.3020 0.9702
C 1.0567 1.6367 2.2897
C 0.6219 2.5386 3.4618
C 1.8674 2.9390 4.2586
C 2.7742 3.8749 3.4271
C 2.6314 3.6098 1.9131
C 2.4044 2.1144 1.6601
C -0.0475 2.7151 -0.1676
C -0.2985 2.2571 -1.6116
C -0.4579 3.4729 -2.5552
C 0.3369 4.6718 -2.0264
C -0.2374 5.1574 -0.6764
C -0.8511 3.9882 0.1265
C -1.7351 0.9023 1.7800
C -2.5588 1.9442 2.5715
C -3.6024 2.7194 1.7619
C -4.4578 1.7909 0.9008
C -3.5586 0.9455 -0.0027
C -2.6241 0.0703 0.8387
H 1.2205 0.6203 2.6644
H -0.0777 2.0001 4.1062
H 0.1123 3.4499 3.1054
H 2.4135 2.0239 4.5180
H 1.5781 3.4258 5.1930
H 3.8145 3.7184 3.7221
H 2.5220 4.9200 3.6407
H 3.5379 3.9317 1.3937
H 1.7974 4.2083 1.5097
H 3.2179 1.5412 2.1064
H 2.4485 1.8691 0.5998
H 1.0109 2.9693 -0.0852
H -1.1898 1.6340 -1.6515
H 0.5480 1.6409 -1.9238
H -1.5147 3.7598 -2.6478
H -0.1073 3.2064 -3.5545
H 0.3268 5.4907 -2.7484
H 1.3808 4.3647 -1.9066
H -1.0038 5.9181 -0.8507
H 0.5593 5.6259 -0.0919
H -1.8855 3.8370 -0.1965
H -0.8678 4.2308 1.1978
H -1.3080 0.2133 2.5150
H -1.8943 2.6464 3.0769
H -3.0953 1.3939 3.3540
H -3.1122 3.4505 1.1198
H -4.2355 3.2778 2.4559
H -5.1627 2.3772 0.3050
H -5.0441 1.1250 1.5507
H -2.9540 1.6163 -0.6330
H -4.1552 0.3211 -0.6728
H -1.9833 -0.5298 0.1897
H -3.2325 -0.6238 1.4373
*
```

Here are the Mulliken charges for atoms 1 to 99, given in e: 0.559 -1.593 0.381 0.345 -0.083 -0.138 0.555 -0.363 -0.474 -0.388 -0.445 -0.197 0.177 0.424 0.309 0.359 -0.532 0.477 0.301 0.410 0.389 0.362 -0.815 0.737 -0.715 -0.540 -0.807 -1.561 0.938 -0.907 -1.372 1.096 -1.027 0.649 -0.757 -0.521 0.488 0.128 0.380 0.357 -0.076 0.539 0.110 0.366 0.447 0.611 -0.622 -0.513 0.161 0.351 -0.134 -1.456 0.660 -0.805 -1.131 -0.895 -0.396 -0.500 1.383 0.120 -1.005 -0.847 -1.179 -0.726 0.931 -1.253 -0.485 -1.243 -0.271 0.058 0.407 0.490 0.138 0.416 0.482 0.375 0.407 0.545 -0.280 0.647 -0.324 0.318 -0.626 -0.038 0.403 0.554 0.571 0.275 0.504 0.330 0.470 0.123 0.617 0.176 0.528 0.008 0.477 0.501 0.380

Record 2
The following is a DFT calculation (ωB97M-V/def2-TZVPD) of an isolated molecule of C19H20ClN3O6S.

Results
E_tot (eV): -60141.698
Energy relative to the best compared isomer or geometry (same formula, charge and spin) (kJ/mol): 29.45
Structure (SMILES): O=C(COC(=O)c1ccc[nH]c1=O)Nc1cc(S(=O)(=O)N2CCCCC2)ccc1Cl

Structure (ORCA input):
```
! RIJCOSX wB97M-V def2-TZVPD def2/J DEFGRID3
* xyz 0 1
O 1.2597 1.4152 1.1057
C 1.6517 0.2958 1.3336
N 1.7389 -0.7052 0.4192
C 1.3186 -0.6330 -0.9061
C 1.3214 0.5638 -1.6189
C 0.8604 0.5911 -2.9184
C 0.4095 -0.5503 -3.5515
C 0.4350 -1.7559 -2.8699
C 0.8768 -1.7918 -1.5579
Cl 0.8781 -3.2969 -0.7046
H 0.1049 -2.6659 -3.3456
H 0.0634 -0.4817 -4.5697
S 0.7778 2.1771 -3.7671
O 0.4137 1.9234 -5.1302
O 1.9738 2.9141 -3.4944
N -0.4832 2.9733 -3.0537
C -0.2684 3.5409 -1.7420
C -1.2931 4.6476 -1.5037
C -2.7037 4.0823 -1.6502
C -2.8598 3.4463 -3.0295
C -1.7856 2.3796 -3.2328
H -1.8144 1.9798 -4.2471
H -1.9396 1.5548 -2.5170
H -3.8467 2.9935 -3.1361
H -2.7433 4.2113 -3.7979
H -3.4430 4.8739 -1.5170
H -2.8736 3.3273 -0.8788
H -1.1395 5.4388 -2.2385
H -1.1479 5.0637 -0.5064
H 0.7476 3.9350 -1.7304
H -0.3668 2.7748 -0.9583
H 1.6930 1.4653 -1.1632
H 2.0306 -1.6268 0.7529
C 2.1182 -0.1405 2.7324
H 3.1487 -0.5108 2.6658
H 2.0584 0.7188 3.4021
O 1.2853 -1.1352 3.3156
C 1.5220 -2.4077 3.0261
O 2.3421 -2.7666 2.2010
C 0.6843 -3.3576 3.7825
C 0.6577 -4.6618 3.3626
C -0.1146 -5.6321 4.0222
C -0.8414 -5.2438 5.1074
N -0.8092 -3.9694 5.5313
C -0.0736 -2.9265 4.9458
O -0.1247 -1.8275 5.4478
H -1.3489 -3.6885 6.3424
H -1.4632 -5.9293 5.6648
H -0.1337 -6.6512 3.6784
H 1.2466 -4.9315 2.4974
*
```

Table of natural (NBO) atomic charges, one value per atom, all in e: -0.589 0.660 -0.656 0.205 -0.230 -0.323 -0.191 -0.222 -0.062 0.013 0.233 0.248 2.343 -0.943 -0.934 -0.676 -0.238 -0.402 -0.399 -0.401 -0.234 0.235 0.175 0.212 0.207 0.211 0.196 0.205 0.216 0.239 0.189 0.267 0.448 -0.167 0.213 0.229 -0.458 0.804 -0.641 -0.305 -0.045 -0.349 0.100 -0.546 0.627 -0.590 0.426 0.219 0.234 0.243

- Number 1 is which compound?
  C32H54N6O4PS4SbV